Entry from OMol25: a cluster of 2 separate species, C2H2N2O in total at a distorted geometry (ωB97M-V/def2-TZVPD).

Geometry as XYZ:
```
7
Properties=species:S:1:pos:R:3:lowdin_charge:R:1
C -2.135 -0.094 -0.113 -0.138
C 0.175 -0.809 0.412 -0.017
N -1.614 0.787 0.368 0.048
N 1.109 -0.165 0.168 -0.124
O 2.080 0.768 -0.106 0.006
H -2.617 -0.840 -0.706 0.066
H 3.002 0.353 -0.023 0.158
```

For the HOMO energy, the calculation gives -10.33 eV. For the relative energy (zero: lowest compared OMol25 entry of this formula, charge and spin), the calculation gives 114.3 kcal/mol. For the HOMO-LUMO gap, the calculation gives 10.725 eV.